C38H97BN7O20 | ωB97M-V with the def2-TZVPD basis set

```
163
Properties=species:S:1:pos:R:3:forces:R:3
O -1.995 -0.675 2.759 -0.9 0.5 0.1
O 7.928 -2.102 -1.016 0.5 -0.9 -1.2
O -3.791 -2.189 -3.982 0.3 -1.6 -2.2
O 0.174 -2.041 -1.200 0.2 -0.6 -0.6
O 1.221 -4.103 -0.958 -0.8 0.9 -0.2
O 0.264 -4.326 3.642 0.5 -0.2 -1.0
O 0.801 -0.107 -2.748 -0.7 -0.3 1.8
O 5.801 0.511 2.196 -1.6 0.1 -0.6
O 3.351 -2.288 0.256 -1.8 -0.3 -1.0
O 0.804 -6.748 -0.431 -2.5 0.4 -1.1
O -0.043 1.751 -3.699 0.0 -0.5 1.1
O 4.574 -1.187 -2.623 -0.4 0.7 0.3
O -6.544 2.517 0.868 0.4 -0.1 0.2
O 2.595 1.722 -8.362 1.2 -0.6 0.4
O 4.447 2.600 -1.177 -1.3 0.4 -1.8
O -0.469 5.934 1.877 1.0 1.0 0.1
O 0.001 0.356 -0.516 -0.5 -0.8 0.1
O 1.274 7.730 6.565 0.3 -1.0 0.1
O -0.779 2.446 -1.012 0.3 -2.5 0.1
O 2.050 -0.785 -0.735 0.5 1.2 -0.4
N 6.060 -2.381 1.191 -0.9 2.7 -0.6
N -0.438 8.641 3.447 -0.5 -2.6 0.5
N -0.561 1.452 -6.588 -1.9 0.4 1.4
N -3.350 0.744 0.068 -0.2 -2.3 0.4
N -4.256 -2.308 1.520 0.6 -0.2 -0.1
N -0.377 -2.837 6.032 -0.6 2.3 -1.0
N -6.861 -0.556 -2.926 -1.2 2.3 0.3
C 0.452 3.648 -7.218 -0.9 -0.3 -0.7
C -2.362 -2.003 3.046 -2.5 1.3 0.7
C 0.515 -4.966 2.370 -0.6 0.9 0.6
C -1.177 7.120 1.556 -1.0 -1.5 1.2
C -4.979 -1.421 -4.035 1.4 -0.4 0.7
C 0.396 7.700 4.223 -0.1 1.0 1.1
C -3.917 -2.006 2.919 -0.3 -0.6 -0.7
C 4.451 0.882 1.719 0.8 -0.2 0.3
C -6.892 -2.861 -3.012 1.5 -2.2 0.1
C -0.776 -4.771 4.468 1.8 0.1 1.8
C 0.108 1.032 -2.741 0.2 0.1 -1.3
C -7.796 2.311 1.543 0.9 0.2 -0.3
C 3.406 2.583 -2.221 0.2 -0.4 0.4
C 1.619 1.280 -7.403 0.6 1.6 -0.8
C 6.170 -4.602 1.172 1.7 -2.3 -0.4
C 3.823 0.928 -8.335 -1.2 0.4 -0.4
C -0.362 1.323 -1.296 0.0 3.9 -0.9
C 7.004 -3.387 0.897 0.3 -0.5 0.4
C 0.185 8.039 5.716 0.4 1.0 0.4
C 1.161 6.392 7.028 -0.1 0.1 -0.2
C 1.150 -2.905 -0.890 1.1 0.9 0.6
C 8.311 -2.144 -2.419 -0.7 0.3 0.5
C -1.125 -4.819 6.999 -0.8 -1.2 -0.1
C -4.545 -3.083 3.755 0.5 -0.7 1.0
C -4.334 1.769 -0.030 0.5 1.3 0.3
C -4.629 2.120 -1.504 -1.0 0.7 0.6
C -0.412 8.276 2.048 0.2 2.7 -0.3
C -5.994 -1.670 -2.930 -0.3 0.5 0.0
C 4.318 -1.437 -3.963 0.4 -1.7 -1.4
C -3.046 -2.207 -2.795 -1.0 0.8 0.4
C 2.056 -7.098 -0.009 0.0 -0.2 0.3
C -0.749 4.843 1.083 -0.5 -0.4 -0.4
C -0.634 -0.488 2.601 0.4 0.5 -0.2
C 0.282 2.136 -7.506 2.6 -1.6 0.2
C -5.618 1.422 0.830 -0.5 -1.0 -3.1
C 7.382 -3.342 -0.567 -1.0 0.3 -1.2
C -0.301 -4.233 5.878 -0.8 -2.2 0.8
C 2.351 -2.000 -0.370 0.7 -0.8 0.7
B 0.725 -0.636 -1.321 0.7 -1.1 -0.1
H 3.550 -0.111 -8.523 0.1 -0.2 0.0
H -4.358 -1.052 3.208 0.5 0.4 0.3
H -3.838 2.452 -2.175 0.7 -0.3 0.6
H 2.587 -7.656 -0.781 0.4 -0.1 0.0
H -0.781 9.113 1.456 -0.2 0.4 0.2
H -0.012 -2.462 5.168 0.2 0.6 -0.1
H 3.719 0.783 2.520 0.0 0.3 0.3
H 0.607 8.181 1.671 0.5 -0.4 0.0
H 0.279 -2.589 6.760 -0.1 0.4 0.1
H 1.427 0.216 -7.547 -0.4 -0.2 -0.3
H 5.963 -4.688 2.239 -0.3 0.1 -0.2
H 5.218 -1.292 -4.561 0.1 0.6 0.0
H -0.451 1.782 -5.640 0.0 0.0 0.0
H -0.441 4.130 -7.617 -0.2 0.1 0.0
H 2.414 2.530 -1.773 0.0 -0.4 0.2
H 0.217 6.627 4.144 -1.0 0.2 -0.7
H 7.934 -4.207 -0.935 0.9 -0.1 0.5
H -0.287 9.598 3.734 0.3 -0.1 -0.6
H -8.512 3.078 1.244 0.6 0.7 0.2
H 3.454 -0.997 -4.461 0.0 0.8 0.4
H -0.041 -0.712 3.488 0.1 -1.0 0.1
H -5.481 -1.511 -1.981 0.3 -1.2 0.2
H -2.433 0.798 -0.352 -0.6 0.8 0.0
H -0.753 7.636 6.096 -0.1 -0.7 -0.1
H -4.238 -4.045 3.344 -0.4 -0.1 -0.1
H -0.438 0.451 -6.546 0.1 0.0 -0.3
H 4.139 -2.503 -4.107 -0.2 -0.5 0.1
H -4.142 -3.082 4.768 0.0 0.2 0.3
H 4.408 0.986 -7.417 -0.4 0.2 0.4
H 2.038 1.353 -6.399 0.0 0.3 0.3
H -5.627 -3.027 3.873 0.0 0.0 -0.4
H 7.580 -2.529 -3.130 -0.9 -0.3 0.5
H 0.735 -4.436 6.149 0.3 -1.3 -1.0
H 0.776 -5.906 -0.890 0.3 0.1 0.0
H -8.376 1.441 1.235 0.7 -0.8 0.2
H -2.058 -2.667 -2.783 -0.2 -0.4 -1.1
H 0.026 9.085 5.979 0.1 0.6 -1.0
H 6.440 -3.532 -1.082 -0.6 0.4 -0.4
H -3.262 0.320 0.981 0.1 0.2 0.1
H -7.600 -3.001 -2.195 0.2 0.5 0.1
H -5.423 -1.518 -5.025 0.0 -0.4 -0.1
H 2.078 6.046 7.505 0.0 0.3 0.0
H -7.520 2.371 2.596 -0.9 -0.3 0.3
H 1.768 -7.760 0.808 1.2 -0.1 0.5
H -5.154 -1.970 1.205 0.1 0.2 0.1
H -6.100 0.677 0.197 -0.4 -0.5 -0.4
H -0.223 3.996 1.525 0.1 0.0 -0.5
H 9.172 -2.770 -2.654 0.5 0.1 0.6
H -3.679 -2.755 -2.097 0.4 0.4 0.9
H 5.226 -2.722 0.735 -0.2 0.8 -0.2
H -5.405 0.767 1.675 0.2 1.1 1.1
H 5.877 0.907 3.067 0.0 0.1 0.0
H 3.304 3.405 -2.931 0.8 0.8 0.4
H 1.280 4.120 -7.746 0.2 -0.4 0.0
H -2.852 -1.156 -2.581 -0.1 0.2 1.0
H -6.856 -0.138 -3.845 -0.3 0.5 -0.1
H -0.426 0.579 2.534 -0.3 0.1 -0.8
H -5.166 1.337 -2.041 0.0 0.0 0.2
H 4.486 1.260 -9.134 -0.3 0.2 -0.1
H 4.271 3.401 -0.679 0.1 0.1 0.2
H 0.328 6.344 7.728 -0.1 -0.2 0.2
H -0.483 5.073 0.051 0.3 -0.5 -0.2
H 0.473 3.964 -6.175 0.3 -0.6 0.2
H -0.416 -1.056 1.696 1.2 0.2 0.1
H -0.126 1.910 -8.491 0.2 0.7 -0.4
H 5.284 -4.582 0.537 -0.1 0.0 0.3
H -3.523 -1.949 0.925 -0.3 0.2 -0.4
H -6.424 0.082 -2.277 -0.6 0.8 -0.3
H 3.580 1.755 -2.909 0.1 -0.4 0.6
H -1.999 -2.730 2.319 0.6 -0.2 0.2
H -2.128 6.911 2.046 -0.5 1.0 0.2
H -7.439 -3.004 -3.944 0.1 0.5 -0.2
H -1.816 4.621 1.084 -0.3 -0.2 0.0
H -6.170 -3.678 -2.967 -0.3 -0.9 0.0
H 5.728 -2.239 2.134 0.8 -0.1 0.4
H -1.431 7.360 0.523 0.5 -0.9 -0.6
H 7.934 -3.336 1.463 -0.1 0.1 0.5
H 6.744 -5.481 0.881 -0.1 -0.7 0.1
H 4.478 1.887 1.297 -0.1 0.0 0.2
H -5.253 3.011 -1.429 -0.5 -0.1 -0.3
H -0.820 -5.860 4.484 0.1 -0.3 0.2
H -0.404 -4.845 1.797 0.3 -0.1 -0.6
H -0.977 -5.894 7.102 0.5 -0.1 0.2
H 1.377 -4.429 1.972 -0.3 0.1 -0.3
H 1.421 7.752 3.857 0.6 0.4 0.5
H 2.590 -6.189 0.265 0.5 -0.3 0.4
H -1.792 -4.440 4.251 0.0 0.5 -0.3
H -4.643 -0.386 -3.972 -0.2 0.5 0.3
H -2.191 -4.786 6.773 -0.2 0.6 0.1
H -2.144 -2.149 4.104 0.5 -0.8 -0.1
H 3.728 -0.938 -2.244 0.1 0.2 0.5
H -3.936 2.668 0.441 0.0 0.6 0.0
H -0.930 -4.321 7.949 0.0 0.0 0.0
H 0.952 5.728 6.189 0.0 -0.2 0.0
H 0.804 -6.017 2.370 -0.2 -0.2 0.7
H 4.052 0.235 0.937 0.8 -0.3 -0.1
H 8.430 -1.120 -2.774 0.5 0.0 0.4
```
Positions in Å, forces in eV/Å.

Summary:
2S+1   1
Maximum force   4.04 eV Å⁻¹
Kohn-Sham gap   8.047 eV
LUMO energy   2.12 eV
Charge   -1